DFT (ωB97M-V with the def2-TZVPD basis set) results for a molecular structure, C35H43BCl3FMgN6O2S3.

Output
energy above the lowest of the compared OMol25 structures with the same formula, charge and spin: 0.0 kcal/mol
LUMO energy: -0.742 eV
spin multiplicity: 1
orbital gap: 7.09 eV
total energy: -4738.64341 a.u.
net charge: 0

Cartesian coordinates (Å):
1 Mg -0.505 -3.128 -1.885
2 C 3.378 -3.234 0.132
3 C 2.604 -1.963 0.033
4 C 3.143 -0.803 -0.395
5 C 2.325 0.351 -0.570
6 N 1.066 0.341 -0.260
7 N 0.526 -0.803 0.226
8 B -0.957 -0.697 0.684
9 N -1.118 -0.723 2.193
10 N -0.432 0.376 2.621
11 C -0.225 0.552 3.878
12 C -0.670 -0.414 4.831
13 C -1.384 -1.487 4.435
14 C -1.832 -2.529 5.408
15 C -1.719 -1.641 3.023
16 S -2.742 -2.853 2.535
17 C 0.517 1.802 4.316
18 C 1.779 1.399 5.091
19 C 0.913 2.645 3.106
20 C -0.409 2.623 5.225
21 N -1.580 0.585 -0.043
22 N -1.488 1.891 0.109
23 C -2.144 2.623 -0.767
24 C -2.845 2.036 -1.849
25 C -2.943 0.676 -1.989
26 C -3.697 -0.026 -3.068
27 C -2.278 -0.036 -0.982
28 S -2.250 -1.703 -0.446
29 C -2.227 4.122 -0.485
30 C -0.935 4.656 0.138
31 C -2.521 4.926 -1.755
32 C -3.383 4.304 0.512
33 C 1.195 -1.973 0.337
34 S 0.349 -3.372 0.727
35 C 2.920 1.644 -1.102
36 C 3.862 2.204 -0.026
37 C 1.820 2.659 -1.387
38 C 3.704 1.376 -2.390
39 H 4.421 -3.067 -0.132
40 H 2.950 -3.982 -0.540
41 H 3.313 -3.649 1.138
42 H 4.191 -0.762 -0.662
43 H -0.417 -0.292 5.876
44 H -1.543 -2.252 6.420
45 H -1.382 -3.490 5.151
46 H -2.910 -2.672 5.355
47 H 2.424 0.764 4.481
48 H 1.543 0.863 6.011
49 H 2.342 2.293 5.366
50 H 1.591 2.100 2.447
51 H 1.408 3.556 3.445
52 H 0.036 2.912 2.515
53 H -0.703 2.063 6.115
54 H -1.316 2.913 4.692
55 H 0.101 3.530 5.553
56 H -3.339 2.672 -2.570
57 H -4.168 0.687 -3.741
58 H -4.469 -0.663 -2.632
59 H -3.021 -0.669 -3.634
60 H -0.153 4.756 -0.613
61 H -0.569 4.007 0.933
62 H -1.127 5.646 0.557
63 H -1.791 4.715 -2.539
64 H -2.460 5.989 -1.520
65 H -3.522 4.742 -2.148
66 H -3.175 3.776 1.443
67 H -4.321 3.921 0.104
68 H -3.516 5.363 0.737
69 H 3.318 2.397 0.902
70 H 4.302 3.142 -0.369
71 H 4.677 1.511 0.194
72 H 1.221 2.840 -0.498
73 H 1.153 2.301 -2.175
74 H 2.270 3.599 -1.714
75 H 4.521 0.668 -2.245
76 H 4.141 2.310 -2.748
77 H 3.052 0.984 -3.171
78 F -0.004 -8.928 -4.162
79 C -0.159 -7.683 -3.644
80 C -0.273 -7.537 -2.278
81 C -0.426 -6.252 -1.764
82 C -0.473 -5.105 -2.567
83 C -0.356 -5.336 -3.947
84 C -0.198 -6.604 -4.500
85 H -0.240 -8.411 -1.641
86 H -0.506 -6.158 -0.684
87 H -0.391 -4.500 -4.643
88 H -0.108 -6.761 -5.567
89 Cl 2.543 -1.237 -5.082
90 C 0.820 -0.986 -4.848
91 Cl 0.496 0.753 -4.592
92 Cl -0.068 -1.555 -6.262
93 C 0.295 -1.702 -3.579
94 O 1.108 -2.174 -2.759
95 O -0.947 -1.752 -3.426